1.
Here is one molecule with the formula C8H19NO in a non-equilibrium geometry from the Open Molecules 2025 dataset. Energies are from ωB97M-V with the def2-TZVPD basis set.

Structure (XYZ):
```
29
Properties=species:S:1:pos:R:3:forces:R:3
C 0.782281 0.656048 0.199517 0.002 -0.011 -0.075
C -0.742911 0.244514 0.140331 -0.221 -0.004 -0.039
C -0.593593 -2.223396 -0.791955 2.758 -1.746 0.444
C -0.986877 -1.278981 0.250472 1.621 -0.483 2.078
C 1.565391 0.231073 -1.059208 -0.122 0.057 0.209
C 0.942754 2.177891 0.354421 -0.067 -0.222 0.022
C -1.428087 0.752124 -1.140387 0.132 -0.028 0.187
C -1.473822 0.862628 1.346728 0.084 -0.032 -0.140
N 1.369740 0.049833 1.404742 -0.001 -0.013 -0.047
O 0.819867 -2.789902 -0.000153 -1.437 0.224 -1.912
H 1.045173 -3.716446 -0.157695 -0.226 0.045 -0.389
H 1.551347 -0.934771 1.239232 0.067 0.037 0.022
H 2.261845 0.487693 1.606651 -0.015 -0.009 -0.028
H -1.213201 -3.116513 -0.858587 0.074 0.180 -0.183
H -0.245108 -1.839561 -1.746859 -0.009 -0.215 -0.002
H -0.181141 -1.833048 0.957014 -2.539 2.080 0.044
H -1.996462 -1.488142 0.602868 0.006 0.116 0.042
H 1.590878 -0.851314 -1.150955 -0.024 -0.069 -0.084
H 2.600055 0.564614 -0.960128 0.009 0.040 0.022
H 1.162156 0.679487 -1.966276 -0.024 -0.014 -0.084
H 0.423078 2.724603 -0.429971 -0.023 0.031 -0.024
H 2.000567 2.437424 0.284766 0.040 -0.019 -0.007
H 0.581921 2.514529 1.323675 -0.032 0.020 0.019
H -1.016697 0.296205 -2.038822 0.004 -0.024 -0.082
H -2.492314 0.516295 -1.101200 -0.050 -0.034 0.000
H -1.340969 1.832970 -1.240459 0.007 0.054 -0.033
H -2.493575 0.480789 1.407207 -0.024 -0.032 -0.013
H -0.949598 0.618658 2.268013 -0.003 -0.015 0.055
H -1.542697 1.944698 1.257019 0.012 0.086 -0.003
```
Forces are in eV/Å.

Calculated values
net charge	0
relative energy (zero: lowest compared OMol25 entry of this formula, charge and spin)	52.6	kcal per mole
Kohn-Sham gap	9.7	eV
SMILES	CC(C)(N)C(C)(C)CCO
lowest unoccupied orbital energy	0.79	eV



2.
Here is C43H41FGaN4O4S2 as an isolated structure in a non-equilibrium geometry from the Open Molecules 2025 dataset. Energies are from ωB97M-V with the def2-TZVPD basis set.

Structure (XYZ):
```
96
Properties=species:S:1:pos:R:3:forces:R:3
Ga -0.169000 -0.053800 -0.649700 -0.433 -0.311 0.240
C 5.151600 -5.354600 0.645900 -0.040 0.037 -0.236
C 4.637600 -5.044200 -0.758400 0.388 -0.349 0.199
N 3.438300 -4.226500 -0.708400 -0.043 0.331 -0.311
C 3.459600 -2.960000 -1.178800 -0.026 0.148 0.111
C 2.474300 -2.046400 -0.962200 -0.454 0.572 -0.252
C 2.475300 -0.752800 -1.780500 0.276 -0.615 0.232
O 3.465500 -0.491400 -2.431100 0.125 0.013 -0.143
O 1.381900 -0.089800 -1.775200 -0.461 0.614 -0.061
C 1.403100 -2.369100 -0.075000 0.460 -0.333 -0.058
O 0.650800 -1.544000 0.490500 -0.204 0.132 0.050
C 1.218100 -3.803900 0.101900 0.145 -0.225 0.167
C -0.028300 -4.283900 0.510000 0.003 -0.157 -0.030
C -0.270400 -5.630100 0.545300 0.116 0.156 0.046
F -1.483200 -6.074300 0.942400 0.122 -0.062 -0.019
C 0.716100 -6.565600 0.182800 0.114 0.581 -0.073
C 1.974500 -6.085700 -0.148400 0.017 -0.012 0.095
C 2.246200 -4.714700 -0.222500 -0.745 0.100 0.310
N 0.440200 -7.929700 0.053700 -0.144 -0.209 0.073
C 1.248700 -8.940800 0.675600 0.040 -0.052 -0.149
C 1.478800 -10.088300 -0.312600 0.682 0.401 0.505
N 0.153100 -10.602100 -0.751300 -0.123 -0.411 -0.048
C -0.673800 -9.525100 -1.367600 -0.641 0.760 -0.117
C -0.861800 -8.400900 -0.346100 0.042 -0.029 -0.278
H 6.051400 -5.960900 0.583900 0.083 -0.054 0.014
H 4.407500 -5.896700 1.225700 -0.027 -0.025 0.074
H 5.392100 -4.432200 1.169200 0.012 0.050 0.062
H 4.442600 -5.968400 -1.309800 -0.010 0.105 -0.051
H 5.396500 -4.489100 -1.310200 -0.144 -0.020 -0.037
H 4.317900 -2.663100 -1.767700 0.065 0.023 0.021
H -0.797400 -3.565700 0.751700 -0.077 0.005 0.043
H 2.733400 -6.799600 -0.424000 0.085 -0.074 -0.133
H 0.758500 -9.333400 1.582400 0.075 -0.027 0.028
H 2.209800 -8.522200 0.970300 -0.018 -0.104 0.023
H 2.052500 -10.897600 0.143800 -0.183 -0.028 -0.076
H 2.012200 -9.718500 -1.189300 -0.150 -0.108 -0.037
H -0.349900 -10.942500 0.078800 0.101 -0.141 -0.232
H 0.269900 -11.383700 -1.405400 -0.092 0.103 0.229
H -1.638900 -9.930100 -1.676200 0.120 -0.141 0.070
H -0.146900 -9.145300 -2.243700 0.054 -0.141 0.068
H -1.454300 -8.756700 0.509800 -0.055 -0.012 -0.042
H -1.422300 -7.598100 -0.824500 -0.054 -0.145 0.029
C 5.669100 0.025200 1.110000 0.046 0.131 -0.054
C 5.898400 1.258400 0.228400 0.197 -0.109 -0.038
C 6.276900 0.826800 -1.191300 0.017 -0.053 0.097
C 7.052100 2.060100 0.838700 -0.162 -0.091 -0.049
C 4.629900 2.085000 0.134800 -0.141 -0.048 0.073
C 4.686400 3.470200 -0.068800 -0.001 0.136 0.006
C 3.554300 4.256500 -0.106200 -0.008 0.022 -0.005
C 2.325600 3.636600 0.025300 -0.184 -0.311 0.030
S 0.735000 4.337900 0.100600 0.104 -0.366 -0.007
C 0.079900 2.736500 0.240800 0.801 0.431 0.113
N 0.954000 1.770400 0.222800 -0.714 -0.188 0.041
C 2.234300 2.237200 0.135500 0.619 0.850 -0.066
C 3.391500 1.474100 0.214900 -0.111 0.098 -0.047
C -1.325200 2.446100 0.375100 -0.846 -0.396 -0.050
C -2.277100 3.371400 0.794300 0.248 -0.093 -0.069
C -3.586400 2.958100 0.953700 -0.095 0.004 0.006
C -3.942700 1.645000 0.683900 -0.034 -0.014 0.037
C -2.994300 0.737100 0.234300 0.081 -0.115 -0.026
C -1.676700 1.126500 0.077800 0.798 -0.229 -0.357
H 6.617000 -0.463000 1.328700 0.095 -0.067 -0.051
H 5.019400 -0.698000 0.622800 -0.081 -0.128 -0.037
H 5.215600 0.319400 2.054400 -0.047 -0.047 0.140
H 7.210700 0.268300 -1.181500 0.168 -0.096 0.002
H 6.409100 1.701800 -1.822100 0.052 0.100 -0.134
H 5.496300 0.211300 -1.630800 -0.070 -0.024 -0.071
H 7.908000 1.403400 0.975200 0.120 -0.042 0.032
H 6.768600 2.468100 1.806600 0.032 0.081 0.119
H 7.367900 2.873500 0.192300 0.051 0.113 -0.040
H 5.638500 3.961800 -0.186900 0.115 0.000 0.045
H 3.620000 5.326000 -0.227100 0.081 0.123 -0.013
H 3.280900 0.409800 0.346000 0.086 -0.063 0.076
H -1.990900 4.391100 1.009900 0.001 0.110 0.055
H -4.334300 3.657300 1.293400 -0.072 0.092 0.034
H -4.966100 1.330500 0.822500 -0.123 -0.019 -0.009
H -3.270300 -0.282100 -0.008400 -0.106 0.032 0.004
C -6.810600 -8.784000 -1.846200 0.008 -0.231 -0.020
C -5.864300 -7.637100 -1.658900 0.289 0.405 0.107
O -4.660300 -7.699900 -1.727700 -0.030 -0.304 -0.061
S -6.747300 -6.148900 -1.301100 -0.033 0.453 0.069
C -5.450700 -4.922800 -1.310700 -0.500 -0.495 -0.019
C -5.210500 -4.236800 -2.491500 0.059 -0.033 0.011
C -4.171000 -3.332900 -2.555200 0.084 0.067 0.066
C -3.380900 -3.104000 -1.427300 -0.317 -0.237 0.123
C -3.689200 -3.746600 -0.224600 0.013 0.046 -0.056
C -4.720100 -4.659300 -0.163600 0.011 -0.042 -0.054
C -2.275600 -2.222200 -1.461500 0.681 0.392 -0.268
C -1.304400 -1.490000 -1.486900 -0.137 0.069 0.077
H -6.708100 -9.171100 -2.859000 -0.002 0.030 -0.056
H -7.839300 -8.475500 -1.676600 -0.041 -0.081 -0.021
H -6.546900 -9.582400 -1.156600 0.013 -0.062 0.071
H -5.835000 -4.419300 -3.352400 -0.020 -0.051 -0.098
H -3.959600 -2.793900 -3.466500 0.029 0.010 -0.058
H -3.113800 -3.510300 0.659200 0.021 -0.025 0.036
H -4.950100 -5.164000 0.762000 -0.047 -0.086 0.062
```
Forces are in eV/Å.

Calculated values
net charge	+1
relative energy (zero: lowest compared OMol25 entry of this formula, charge and spin)	19.5	kcal per mole
Kohn-Sham gap	6.3	eV
lowest unoccupied orbital energy	-3.24	eV



3.
Here is one molecule with the formula C3H5NO2 from the Open Molecules 2025 dataset. Energies are from ωB97M-V with the def2-TZVPD basis set.

Structure (XYZ):
```
11
Properties=species:S:1:pos:R:3:forces:R:3
O 1.841634 -1.269768 -0.381040 0.016 0.315 0.305
C 1.636796 -0.412127 0.441843 0.044 -0.180 -0.217
C 0.414245 0.468265 0.435503 0.030 0.044 0.025
N -0.445999 0.193104 -0.681374 -0.159 -0.029 -0.093
C -1.758130 -0.101569 -0.483710 -0.087 0.037 -0.027
O -2.328579 -0.026502 0.583875 0.069 -0.018 -0.225
H 2.360681 -0.199031 1.255360 -0.067 -0.092 -0.084
H -0.164994 0.302572 1.352246 0.120 -0.004 -0.063
H 0.744098 1.516956 0.467885 -0.011 -0.115 -0.029
H -0.038880 -0.071870 -1.568093 0.043 0.038 0.236
H -2.260868 -0.400035 -1.422495 0.001 0.003 0.172
```
Forces are in eV/Å.

Calculated values
net charge	0
relative energy (zero: lowest compared OMol25 entry of this formula, charge and spin)	18.3	kcal per mole
Kohn-Sham gap	11.0	eV
SMILES	O=CCNC=O
lowest unoccupied orbital energy	0.85	eV



4.
Here is C12H29AuO7P2Sb as an isolated structure in a non-equilibrium geometry from the Open Molecules 2025 dataset. Energies are from ωB97M-V with the def2-TZVPD basis set.

Structure (XYZ):
```
52
Properties=species:S:1:pos:R:3:forces:R:3
Au 6.365776 8.299609 7.683510 0.593 0.167 0.200
O 5.158811 5.095662 4.778959 -1.304 0.642 -0.115
P 5.727527 6.290827 5.717602 -0.115 1.011 -0.162
O 7.204410 6.404895 5.534344 0.129 -0.369 -0.765
O 5.288936 6.179768 7.140836 -0.726 -0.589 -0.063
O 4.950891 7.574576 4.994931 0.218 0.352 -0.069
P 4.889784 9.215419 5.303510 0.221 -1.164 0.878
O 6.478034 9.653850 5.105957 -0.788 0.638 -1.132
O 4.019180 9.904753 4.323216 0.517 -0.398 0.376
O 4.633949 9.316423 6.814228 -0.009 0.274 -0.889
H 4.202119 5.281151 4.576704 1.365 -0.291 0.323
H 6.513259 10.254422 4.325459 -0.085 -0.643 0.731
C 11.726807 7.811598 5.793358 -0.375 -0.013 -0.534
C 10.264930 7.590250 5.364222 -0.680 0.355 1.486
C 10.050863 6.206267 4.798364 -0.458 -0.110 -0.484
C 9.720631 8.735592 4.512042 0.497 -0.379 -0.232
Sb 8.871845 7.777487 7.289076 0.459 0.403 0.594
C 9.511815 9.852261 8.306216 -0.092 -1.912 -0.489
C 8.903385 9.720092 9.699619 0.375 -0.057 -0.025
C 8.793224 10.873802 7.436285 0.274 0.025 0.315
C 11.022888 9.963505 8.307611 0.179 0.500 -0.269
C 9.437031 5.978779 8.649094 0.173 1.811 -0.787
C 8.703789 4.839562 7.996693 0.020 -0.588 -0.145
C 8.816028 6.367903 9.985248 -0.032 0.022 -0.301
C 10.962423 5.865389 8.683972 -0.377 -0.336 0.108
H 12.382764 7.657742 4.913112 -0.201 0.028 0.267
H 12.038323 7.122337 6.577452 0.026 -0.004 -0.129
H 11.878183 8.824688 6.153884 0.113 -0.076 -0.119
H 10.590507 6.081380 3.842198 -0.047 0.170 0.171
H 8.983834 6.001621 4.639664 0.324 0.147 -0.109
H 10.407018 5.431330 5.468779 0.274 -0.086 0.190
H 10.171497 8.728390 3.507001 0.062 -0.018 0.117
H 9.948548 9.687137 4.982861 0.129 0.165 -0.040
H 8.648483 8.686440 4.393205 -0.355 -0.198 -0.042
H 7.863245 9.379854 9.647449 -0.010 0.021 -0.060
H 8.894296 10.685032 10.213894 0.066 0.166 0.067
H 9.454478 8.995388 10.328312 -0.154 0.611 -0.325
H 7.737350 10.606751 7.334817 0.037 0.155 0.008
H 9.226048 10.914465 6.431832 -0.066 0.062 0.140
H 8.870596 11.879246 7.879472 -0.050 -0.073 -0.017
H 11.508036 9.039976 8.615938 0.044 -0.040 0.254
H 11.400134 10.777814 8.947432 -0.113 -0.023 -0.027
H 11.383986 10.158181 7.288470 -0.109 0.182 0.346
H 7.646510 5.080764 7.874014 -0.056 -0.065 0.031
H 8.781569 3.919196 8.598662 0.005 0.119 0.045
H 9.092481 4.605536 6.999007 -0.057 0.070 0.173
H 7.771974 6.675212 9.820448 0.179 -0.093 0.160
H 9.343799 7.205623 10.450380 -0.057 -0.398 0.007
H 8.813134 5.518125 10.669447 0.042 -0.157 0.143
H 11.364054 5.562454 7.715245 -0.084 -0.068 0.039
H 11.295757 5.123534 9.423309 -0.047 0.005 0.006
H 11.409174 6.824050 8.938479 0.129 0.044 0.155
```
Forces are in eV/Å.

Calculated values
net charge	-1
Kohn-Sham gap	7.4	eV
lowest unoccupied orbital energy	2.64	eV



Number 1: electronic energy -446.14886 Ha. Number 2: electronic energy -5004.01696 Ha. Number 3: electronic energy -322.54510 Ha. Number 4: electronic energy -2060.26458 Ha.